No. 1
{
  "formula": "C3H5FS",
  "method": "ωB97M-V with the def2-TZVPD basis set",
  "species": ["C", "C", "C", "F", "S", "H", "H", "H", "H", "H"],
  "coordinates": [[-0.363, 1.524, -1.729], [1.083, -1.650, 1.453], [0.448, -0.634, 0.958], [0.463, 0.605, 1.634], [-1.957, 1.766, -1.826], [0.100, 2.400, -1.144], [1.158, -2.647, 0.967], [-2.402, 0.751, -2.816], [1.582, -1.483, 2.463], [-0.112, -0.631, 0.040]],
  "atomic_forces_ev_per_a": [[1.0913, 0.8179, 0.1495], [1.4477, -1.1010, 2.0198], [-0.2994, 1.7624, 0.3417], [-0.2185, -1.7130, -1.0728], [-0.9924, -0.8464, -1.4308], [-0.9150, -1.2033, -0.3705], [-0.2500, 1.0744, 0.3858], [0.8020, 1.2274, 1.6775], [-0.5526, -0.4738, -1.5316], [-0.1130, 0.4553, -0.1687]],
  "orbital_gap_ev": 8.7,
  "charge": 0,
  "relative_energy_kcal_mol": 87.7
}

---

No. 2
{
  "formula": "C2H6NO2",
  "method": "ωB97M-V with the def2-TZVPD basis set",
  "species": ["C", "C", "N", "O", "O", "H", "H", "H", "H", "H", "H"],
  "coordinates": [[2.147, -0.242, 0.022], [-0.735, -0.277, 0.549], [-1.370, 0.941, -0.050], [1.040, 0.251, -0.056], [-1.097, -1.280, -0.212], [3.038, 0.377, -0.110], [2.315, -1.299, 0.233], [-1.889, 0.704, -0.911], [-0.616, 1.608, -0.261], [-1.996, 1.357, 0.647], [-0.835, -2.139, 0.149]],
  "atomic_forces_ev_per_a": [[-0.0343, 0.0914, 0.0649], [-0.2987, -1.6298, 1.9028], [0.0101, -0.0934, -0.9913], [0.7415, 0.5621, -0.7004], [-0.1222, 0.8572, -0.6561], [0.0032, 0.1294, -0.0146], [-0.2074, -0.2405, 0.0424], [0.0203, 0.3069, 0.0797], [-0.2088, -0.0415, 0.0501], [0.0994, -0.1166, -0.0798], [-0.0032, 0.1748, 0.3021]],
  "orbital_gap_ev": 9.5,
  "charge": 1,
  "relative_energy_kcal_mol": 87.5
}

---

No. 3
{
  "formula": "C24H42B2CdN2O8",
  "method": "ωB97M-V with the def2-TZVPD basis set",
  "species": ["Cd", "B", "H", "H", "H", "H", "B", "H", "H", "H", "H", "O", "C", "O", "C", "C", "C", "H", "H", "H", "H", "H", "H", "O", "C", "O", "C", "C", "C", "H", "H", "H", "H", "H", "H", "O", "C", "O", "C", "C", "C", "H", "H", "H", "H", "H", "H", "O", "C", "O", "C", "C", "C", "H", "H", "H", "H", "H", "H", "N", "C", "C", "C", "C", "H", "H", "H", "H", "H", "N", "C", "C", "C", "C", "H", "H", "H", "H", "H"],
  "coordinates": [[-0.704, -1.461, -0.721], [0.177, 0.092, 0.681], [1.003, -0.314, -0.083], [0.678, 0.691, 1.601], [-0.625, 0.788, 0.102], [-0.373, -0.858, 1.138], [-0.105, -3.418, 0.091], [0.158, -4.550, 0.407], [-0.298, -3.389, -1.094], [-1.083, -3.093, 0.692], [0.799, -2.699, 0.370], [-1.074, 0.239, -2.190], [-0.776, 1.262, -2.749], [-1.368, 2.420, -2.431], [-0.930, 3.484, -3.305], [-0.247, 2.771, -4.488], [0.245, 1.487, -3.824], [-0.239, 4.112, -2.746], [-1.799, 4.042, -3.639], [0.545, 3.396, -4.895], [-0.958, 2.624, -5.301], [1.251, 1.659, -3.438], [0.324, 0.639, -4.501], [-2.801, -1.171, -0.226], [-3.814, -0.536, -0.402], [-4.989, -1.132, -0.590], [-6.021, -0.124, -0.680], [-5.457, 1.086, 0.054], [-3.969, 0.973, -0.276], [-6.970, -0.497, -0.304], [-6.203, 0.079, -1.740], [-5.632, 1.002, 1.128], [-5.927, 2.018, -0.252], [-3.273, 1.328, 0.478], [-3.772, 1.410, -1.257], [-1.131, -0.199, 6.093], [-0.453, -0.743, 5.272], [0.876, -0.946, 5.437], [1.436, -1.643, 4.311], [0.228, -2.218, 3.556], [-0.864, -1.197, 3.872], [2.096, -2.425, 4.671], [1.943, -0.922, 3.670], [-0.029, -3.193, 3.972], [0.429, -2.331, 2.491], [-1.832, -1.684, 3.942], [-0.827, -0.310, 3.244], [1.148, -1.674, -2.218], [2.024, -2.319, -2.733], [3.168, -1.750, -3.138], [3.917, -2.629, -3.974], [3.389, -4.058, -3.691], [2.031, -3.794, -3.014], [4.963, -2.541, -3.689], [3.833, -2.374, -5.031], [4.094, -4.567, -3.041], [3.289, -4.601, -4.627], [1.954, -4.367, -2.093], [1.214, -4.074, -3.676], [-1.253, 2.728, 2.004], [-1.435, 3.777, 1.152], [-2.146, 4.753, 1.806], [-2.417, 4.247, 3.112], [-1.855, 3.008, 3.204], [-0.722, 1.894, 1.782], [-1.060, 3.712, 0.144], [-2.415, 5.724, 1.425], [-2.911, 4.749, 3.929], [-1.854, 2.321, 4.034], [3.420, 0.374, 1.300], [4.171, 0.124, 0.185], [5.476, 0.426, 0.481], [5.522, 0.785, 1.856], [4.235, 0.752, 2.325], [2.408, 0.328, 1.315], [3.675, -0.101, -0.745], [6.275, 0.477, -0.241], [6.379, 1.094, 2.431], [3.831, 1.022, 3.286]],
  "atomic_forces_ev_per_a": [[0.1683, -0.0513, -0.8130], [0.1566, 1.1374, 0.4761], [0.6746, 0.3140, -0.2308], [0.0559, -0.0500, 0.0438], [0.0449, 0.2954, 0.1300], [-0.3336, -0.0066, 0.8897], [0.5009, -1.6451, 1.0030], [-0.0679, -0.0468, -0.2549], [-0.2575, -0.4302, -1.0018], [-0.5693, -0.0333, 0.4648], [0.6379, -0.0107, 0.1606], [-0.4458, 0.0986, -0.6262], [0.4081, 0.2212, 0.3720], [-0.2850, -0.1178, -0.1341], [0.2253, -0.3267, -0.4763], [0.0109, 0.6421, 0.2063], [0.1533, 0.1107, -1.0169], [-0.0650, 0.0800, 0.0269], [-0.0698, 0.1069, 0.2989], [0.1139, -0.1225, 0.0581], [-0.0738, -0.3267, 0.1233], [-0.1449, -0.1768, 0.5062], [-0.1327, -0.0937, 0.1210], [-1.0551, -0.2969, -0.3940], [0.0433, 0.6200, 0.7436], [-0.0837, -0.0211, -0.0535], [-0.3743, 0.3938, -0.4596], [-0.1578, 0.1051, 0.2115], [-0.4003, -0.6456, -0.1586], [0.2553, -0.2981, 0.3706], [0.2390, 0.0754, 0.0049], [0.0990, -0.1496, -0.0080], [0.0965, -0.0044, -0.1825], [0.0483, 0.2477, -0.1323], [0.2951, 0.1081, 0.1022], [0.0081, -0.0535, 0.2120], [0.0155, 0.4432, -0.6004], [0.0028, -0.1526, 0.3200], [-0.7819, -0.0868, -0.5404], [0.3051, 0.3181, -0.1287], [0.5080, -0.9383, 1.1196], [0.2403, 0.1743, 0.0708], [0.3109, -0.0230, 0.1706], [-0.1095, 0.0027, -0.0548], [-0.0085, -0.0654, 0.1181], [-0.2724, 0.4547, -0.2997], [-0.2524, -0.1017, -0.2421], [0.5459, 0.3903, -0.6198], [-0.2786, -0.1761, 0.1967], [-0.3077, 0.4429, -0.2595], [0.6342, -0.9988, 0.1606], [-0.0049, 0.7832, -0.1498], [0.7476, -0.6520, -0.3688], [-0.0214, 0.1577, -0.0181], [-0.2950, 0.3482, 0.1106], [-0.1441, -0.1729, 0.0480], [0.0394, -0.1776, 0.0866], [-0.3756, 0.2067, 0.1309], [-0.2299, 0.1429, 0.1849], [-0.2415, -0.0788, 0.3140], [0.0383, -0.0356, -0.1162], [0.0025, -0.2111, 0.2288], [-0.0026, 0.3947, 0.0274], [0.1437, -0.2148, -0.1555], [-0.1257, 0.1529, -0.0338], [0.0513, 0.1111, 0.0065], [-0.0482, -0.0272, -0.0908], [-0.1090, 0.0566, -0.1013], [0.1402, -0.0881, -0.0506], [0.0126, -0.3493, -0.0121], [-0.2724, 0.6796, -0.0384], [0.0209, -0.1108, -0.0610], [0.0314, 0.2274, -0.0352], [-0.1352, 0.1270, -0.0444], [0.2025, -0.0686, 0.0664], [0.1051, -0.1462, -0.0316], [0.1179, -0.2467, 0.1152], [0.0600, -0.0539, -0.0486], [0.0215, -0.0869, 0.0428]],
  "orbital_gap_ev": 6.0,
  "charge": 0
}